115
Properties=species:S:1:pos:R:3 method="wB97M-V/def2-TZVPD" homo_energy_ev=-5.61 lumo_ev=-0.01 mol_weight_g_mol=959.27 relative_energy_kj_mol=0.00 total_charge=0 multiplicity=1 orbital_gap_ha=0.20577
Cs 0.100 0.561 -1.043
C 3.903 -0.267 2.544
C 3.898 -1.798 2.601
S 2.948 -2.587 1.274
C 1.906 -3.732 2.205
C 0.537 -3.913 1.553
S -0.494 -2.439 1.518
C -0.931 -2.335 3.263
C -1.718 -1.058 3.555
S -0.950 0.498 3.070
C 0.307 0.734 4.340
C 1.646 0.032 4.096
S 2.293 0.528 2.495
H 4.411 0.076 1.641
H 4.481 0.108 3.395
H 3.478 -2.140 3.548
H 4.929 -2.151 2.566
H 1.790 -3.342 3.217
H 2.398 -4.703 2.284
H -0.001 -4.714 2.067
H 0.646 -4.223 0.512
H -0.031 -2.364 3.878
H -1.546 -3.199 3.529
H -1.966 -1.019 4.618
H -2.662 -1.071 3.006
H -0.107 0.440 5.308
H 0.465 1.814 4.363
H 1.522 -1.051 4.137
H 2.351 0.320 4.885
C -2.288 3.293 -4.621
C -1.430 2.029 -4.715
C -0.276 2.109 -3.710
C -2.258 0.745 -4.673
C -2.573 0.166 -5.901
C -3.311 -1.003 -5.993
C -3.710 -1.628 -4.821
C -3.430 -1.086 -3.568
C -3.958 -1.855 -2.356
C -2.950 -2.089 -1.226
C -5.235 -1.222 -1.795
C -2.732 0.144 -3.479
N -2.426 0.696 -2.231
C -3.226 1.631 -1.679
C -4.453 2.126 -2.197
C -5.205 3.104 -1.559
C -4.801 3.666 -0.355
C -3.608 3.205 0.202
C -2.884 2.235 -0.438
F -1.712 1.827 0.167
H -1.670 4.175 -4.811
H -2.738 3.402 -3.633
H -3.097 3.278 -5.355
H -0.976 2.033 -5.712
H -0.667 2.292 -2.711
H 0.399 2.926 -3.976
H 0.298 1.175 -3.688
H -2.223 0.650 -6.808
H -3.552 -1.433 -6.957
H -4.266 -2.559 -4.870
H -4.237 -2.839 -2.747
H -2.578 -1.122 -0.892
H -2.103 -2.707 -1.538
H -3.429 -2.602 -0.389
H -5.026 -0.271 -1.303
H -5.694 -1.890 -1.061
H -5.963 -1.032 -2.587
H -4.800 1.716 -3.139
H -6.130 3.435 -2.020
H -5.385 4.430 0.140
H -3.229 3.589 1.142
C 3.530 3.747 3.799
N 2.120 4.020 3.925
C 1.477 4.039 5.229
C 0.021 4.404 4.892
N -0.007 4.174 3.456
C 1.235 4.091 2.908
S 1.523 4.056 1.267
H 4.117 4.552 4.247
H 3.776 3.657 2.744
H 3.779 2.805 4.296
H 1.946 4.776 5.881
H 1.561 3.060 5.714
H -0.198 5.444 5.140
H -0.692 3.766 5.412
H -0.763 4.462 2.859
C 7.733 1.169 -1.127
C 6.238 1.049 -1.000
C 5.584 -0.162 -1.186
C 4.206 -0.221 -1.043
N 3.447 0.826 -0.719
C 4.078 1.992 -0.550
C 5.450 2.146 -0.678
H 8.143 0.377 -1.752
H 8.208 1.099 -0.146
H 8.015 2.130 -1.558
H 6.138 -1.057 -1.447
H 3.678 -1.156 -1.191
H 3.462 2.840 -0.276
H 5.894 3.124 -0.528
C 2.294 -4.670 -3.733
C 2.464 -3.179 -3.475
S 1.083 -2.471 -2.596
O 1.327 -0.974 -2.573
C -0.201 -2.724 -3.825
C 0.153 -2.217 -5.214
H 3.234 -5.099 -4.079
H 1.539 -4.864 -4.495
H 2.003 -5.204 -2.826
H 2.589 -2.588 -4.383
H 3.318 -2.980 -2.823
H -1.045 -2.163 -3.418
H -0.470 -3.782 -3.795
H 0.638 -1.240 -5.155
H -0.765 -2.087 -5.787
H 0.804 -2.906 -5.754

***

86
Properties=species:S:1:pos:R:3 method="wB97M-V/def2-TZVPD" s2=2.0645 homo_energy_ev="-12.79 / -12.64" lumo_ev="-6.72 / -7.81" mol_weight_g_mol=775.64 total_charge=+2 multiplicity=3 orbital_gap_ha="0.22306 / 0.17760"
W -0.380 -1.612 -1.338
C 1.536 -0.114 -2.385
C 0.200 0.364 -2.671
C 1.198 1.856 -1.139
C 2.097 0.769 -1.390
C 0.009 1.602 -1.867
C 2.395 -0.816 -3.368
H 1.817 -1.428 -4.059
H 3.109 -1.456 -2.857
H 2.973 -0.135 -3.986
C 3.517 0.741 -0.969
H 3.827 -0.304 -0.829
H 3.695 1.246 -0.003
H 4.182 1.185 -1.735
C 1.545 3.164 -0.467
H 1.671 3.990 -1.199
H 2.488 3.070 0.088
H 0.794 3.486 0.268
C -1.025 2.627 -2.168
H -0.606 3.352 -2.897
H -1.351 3.218 -1.290
H -1.924 2.184 -2.629
C -0.442 0.230 -4.035
H 0.120 0.786 -4.791
H -1.477 0.625 -4.109
H -0.487 -0.819 -4.346
C -1.551 -3.287 0.205
C -1.125 -3.577 -1.288
C -2.060 -3.581 -2.495
C -2.295 -2.255 -3.178
C -2.014 -1.056 -2.293
C -2.471 -1.054 -0.913
C -3.561 -1.999 -0.388
C -3.058 -3.264 0.337
H -3.019 -4.046 -2.235
H -3.359 -2.147 -3.406
H -1.638 -4.252 -3.250
H -3.551 -4.156 -0.072
H -1.223 -4.168 0.794
H -0.836 -4.637 -1.275
H -3.356 -3.194 1.381
H -4.169 -1.419 0.323
H -2.614 -0.031 -0.476
H -4.260 -2.204 -1.220
H -1.782 -2.200 -4.150
H -2.075 -0.085 -2.731
P -0.848 -1.892 1.397
P -1.992 1.560 0.988
C -1.943 -1.065 2.550
C -2.138 0.473 2.490
H -1.524 -1.284 3.539
H -2.908 -1.588 2.526
H -3.140 0.694 2.838
H -1.411 0.974 3.131
C -1.498 3.216 1.576
H -1.036 3.791 0.764
H -0.753 3.057 2.358
H -2.363 3.749 1.985
C -3.674 2.112 0.477
H -4.273 2.281 1.383
H -4.152 1.377 -0.185
H -3.576 3.032 -0.126
C 0.485 -2.811 2.156
H 1.389 -2.886 1.544
H 0.068 -3.803 2.326
H 0.772 -2.369 3.116
C 1.055 -3.039 -2.053
H 1.108 -3.254 -3.061
H 0.699 -3.951 -1.590
H 1.800 -2.551 -1.442
O 0.839 2.967 5.351
S 1.396 3.121 4.042
O 1.263 4.368 3.334
N 0.579 1.750 2.988
C 1.482 1.081 2.465
S 0.146 -0.347 0.603
C 2.824 1.250 2.855
C 3.994 0.560 2.560
C 5.203 0.967 3.139
C 5.272 2.060 4.032
C 4.084 2.745 4.357
C 2.904 2.331 3.762
H 3.938 -0.295 1.904
H 6.133 0.442 2.899
H 6.240 2.393 4.464
H 4.092 3.589 5.060